No. 1
Entry from the OMol25 dataset: C5H6N2O as an isolated structure (ωB97M-V/def2-TZVPD).

XYZ file:
```
14
Properties=species:S:1:pos:R:3:nbo_charge:R:1
N 0.76259 0.23819 1.69496 -0.47
H 0.33432 2.47810 -1.20703 0.48
C 0.08614 -0.89748 2.17126 -0.10
H -0.52001 -1.04679 -2.05588 0.24
H -1.09432 0.74521 -1.67490 0.19
H -1.70172 -1.97993 0.90053 0.21
N -0.74265 -0.19380 0.05908 -0.40
H -0.12966 -1.43851 3.19758 0.25
C -0.90589 -1.06340 1.14887 -0.09
C -0.36948 -0.14320 -1.28128 -0.24
H 1.90565 0.16886 -0.98406 0.21
C 0.95332 0.69726 -0.97434 0.09
O 1.10107 1.94719 -1.48090 -0.67
C 0.32064 0.48832 0.48611 0.31
```

The strongest force on any atom is 6.89 eV/Å.

***

No. 2
Entry from the OMol25 dataset: one molecule with the formula C5H6N2O (ωB97M-V/def2-TZVPD).

XYZ file:
```
14
Properties=species:S:1:pos:R:3:nbo_charge:R:1
C -1.08857 -0.08548 0.01597 0.12
N 0.97161 -1.26772 -0.18612 -0.48
H -2.98357 0.68222 0.00495 0.40
H 3.20956 -1.05833 0.08634 0.49
C 1.67780 -0.05908 0.09850 0.48
C 1.03097 1.22945 -0.08500 -0.29
H -0.74647 2.13275 -0.04178 0.20
H -2.72967 -1.12217 0.24709 0.39
H 1.70742 2.03576 -0.27541 0.23
H -0.91707 -2.18061 -0.25923 0.18
O 2.98443 -0.16594 0.24113 -0.66
C -0.35620 1.23533 -0.04684 -0.21
N -2.40792 -0.13685 0.23181 -0.81
C -0.35233 -1.23933 -0.03141 -0.05
```

The strongest force on any atom is 7.11 eV/Å. The SMILES is Nc1ccc(O)nc1.

***

No. 3
Entry from the OMol25 dataset: one molecule with the formula C5H6N2O2 (ωB97M-V/def2-TZVPD).

XYZ file:
```
15
Properties=species:S:1:pos:R:3:nbo_charge:R:1
H 3.14012 -0.56766 1.12922 0.22
H -3.45384 1.68325 0.16913 0.21
O 1.53088 1.55350 -0.45872 -0.56
C 2.94122 -0.35740 0.02169 -0.65
C -2.72868 1.02618 0.06588 -0.11
C 1.59707 0.34253 -0.13973 0.68
H 2.77916 -1.21796 -0.34984 0.21
O -1.69993 -0.96594 -0.31856 -0.43
H 3.64309 0.20187 -0.14584 0.22
N -1.29073 1.21237 0.22816 -0.44
H -3.98738 -0.82379 -0.31439 0.22
N 0.50086 -0.46911 0.01259 -0.62
C -2.89655 -0.30469 -0.21892 0.04
C -0.79022 -0.01372 0.03849 0.62
H 0.71493 -1.29941 0.28085 0.39
```

The strongest force on any atom is 10.56 eV/Å. The SMILES is CC(=O)Nc1ncco1.

***

No. 4
Entry from the OMol25 dataset: one molecule with the formula C5H6N2O2 (ωB97M-V/def2-TZVPD).

XYZ file:
```
15
Properties=species:S:1:pos:R:3:nbo_charge:R:1
H -3.19053 1.27206 -0.42363 0.23
H 2.65410 1.10685 1.16673 0.21
O 2.90634 -1.07012 -0.15244 -0.77
O -3.28874 -0.91000 0.09606 -0.66
C 2.27898 0.45495 0.06704 -0.09
C -0.25477 1.00440 0.01201 -0.26
H -0.15461 2.01073 -0.09165 0.22
C -2.63693 0.33865 -0.04268 0.36
N -0.98197 -1.06778 -0.15367 -0.26
H 2.63302 1.08410 -0.88046 0.22
H -2.52199 -1.56565 -0.01259 0.51
H 2.71882 -1.83646 0.58367 0.49
C -1.33601 0.15525 -0.06374 -0.10
C 0.82983 0.20657 -0.08298 0.04
N 0.34445 -1.18354 -0.02166 -0.15
```

The strongest force on any atom is 7.99 eV/Å. The SMILES is O/C=C1/C=C(CO)N=N1.

***

No. 5
Entry from the OMol25 dataset: one molecule with the formula C5H6N2O2 (ωB97M-V/def2-TZVPD).

XYZ file:
```
15
Properties=species:S:1:pos:R:3:nbo_charge:R:1
N -0.71893 -1.54252 -0.24319 -0.35
C 0.27405 0.52394 -0.48331 0.09
H 2.55163 -1.42026 -0.20235 0.20
C 1.74394 -0.79491 0.16076 -0.20
C -1.65753 -0.62240 -0.14536 0.44
O -2.96274 -0.87815 0.04240 -0.65
H 2.39200 1.20371 -0.82022 0.23
C 1.71591 0.75259 -0.06739 -0.44
H -1.49113 2.56028 0.52704 0.49
C -1.08113 0.77571 -0.23053 0.14
H 1.60539 -1.11379 1.23754 0.20
H 2.00018 1.29209 0.89060 0.23
H -3.04847 -1.81114 0.02172 0.49
N 0.45026 -0.85322 -0.54018 -0.18
O -1.77344 1.92809 -0.14754 -0.68
```

The strongest force on any atom is 2.95 eV/Å. The SMILES is Oc1nn2c(c1O)CC2.

***

No. 6
Entry from the OMol25 dataset: one molecule with the formula C5H6N2O2 (ωB97M-V/def2-TZVPD).

XYZ file:
```
15
Properties=species:S:1:pos:R:3:nbo_charge:R:1
H 1.44263 -2.91503 -1.95199 0.24
C -0.00721 1.39739 0.72439 -0.01
C -1.65977 -1.88329 -1.21425 0.00
H -1.65394 0.62630 -0.44158 0.37
O -1.75215 -3.21693 -1.56108 -0.24
O 0.18264 -0.40449 -0.82229 -0.35
H -2.53089 -1.32868 -1.05421 0.21
C -0.32677 -1.58311 -1.25859 0.17
C 1.23260 1.46142 1.17747 -0.46
C 0.33760 -2.71527 -1.77876 -0.11
H 1.93944 0.68061 0.96493 0.21
N -0.73467 0.37570 0.02237 -0.33
H -0.77437 1.97117 1.20258 0.19
N -0.59146 -3.68212 -1.96033 -0.08
H 1.38872 2.15586 1.85915 0.20
```

The strongest force on any atom is 4.79 eV/Å. The SMILES is C=CNOc1cnoc1.

***

No. 7
Entry from the OMol25 dataset: one molecule with the formula C5H6N2O2 (ωB97M-V/def2-TZVPD).

XYZ file:
```
15
Properties=species:S:1:pos:R:3:nbo_charge:R:1
C 0.57872 -2.55636 0.92185 -0.05
H -0.90832 1.55533 1.26660 0.24
C -1.15916 -0.71889 -0.28017 0.31
H -0.36676 0.74260 -1.51966 0.43
C 0.31680 -1.47851 0.40925 -0.31
H 0.70747 -3.51348 1.36648 0.23
N -0.49266 0.55733 -0.52438 -0.51
H -0.49608 2.61241 -0.09560 0.22
H 2.74021 -0.07370 -0.99428 0.51
C -1.04559 1.72149 0.20023 -0.41
O 1.55597 0.70449 0.89252 -0.65
N -2.24316 -1.16751 -0.43776 -0.33
H -2.10447 1.81449 -0.02797 0.23
O 1.80072 -0.21952 -1.17599 -0.73
C 1.11631 0.01982 -0.00113 0.82
```

The strongest force on any atom is 1.92 eV/Å.

***

No. 8
Entry from the OMol25 dataset: a 2-piece molecular cluster, C5H6N2O2S overall (ωB97M-V/def2-TZVPD).

XYZ file:
```
16
Properties=species:S:1:pos:R:3:nbo_charge:R:1
C -1.41236 -0.63202 3.35926 0.84
N 0.96007 -0.66354 -1.26049 -0.61
C -0.05463 0.26812 -0.83982 -0.06
C 2.16136 -0.04705 -1.45676 0.00
H 2.92931 2.04322 -1.15638 0.25
H 3.00952 -0.73439 -1.96917 0.22
H -1.41244 1.31602 2.56088 0.45
H -2.07948 0.87058 -0.58986 0.19
S 0.80541 1.76338 -0.38990 0.31
C -1.34885 0.09638 -0.63665 0.00
C 2.21733 1.27553 -1.20229 -0.49
O -1.32720 -1.70006 3.73580 -0.52
N -1.59492 0.49763 3.19570 -0.77
O -2.02031 -1.04889 -0.92408 -0.69
H -1.51258 -1.83543 -0.66483 0.47
H 0.67977 -1.46948 -1.76142 0.41
```

The strongest force on any atom is 6.85 eV/Å. The SMILES is O/C=C1\NC=CS1.N=C=O.

***

No. 9
Entry from the OMol25 dataset: one molecule with the formula C5H6N2O4 (ωB97M-V/def2-TZVPD).

XYZ file:
```
17
Properties=species:S:1:pos:R:3:nbo_charge:R:1
H -0.79686 -0.89425 2.30382 0.23
C -0.42198 0.08051 1.94056 -0.42
C -0.23283 -0.04643 -0.86104 0.21
O 1.72021 1.15670 -0.67866 -0.34
O -0.16517 2.09070 -1.61075 -0.35
H -1.09060 0.80805 2.19698 0.23
C 0.32394 -1.44663 -0.77584 -0.64
O -2.04257 -1.23175 -0.98916 -0.39
H -0.24445 -2.01839 -0.13222 0.24
N -1.63222 -0.08804 -0.77952 0.48
H 2.48879 1.50139 1.11864 0.22
C 0.67729 0.43458 1.37776 -0.01
O -2.26301 0.89591 -0.41986 -0.34
H 0.20272 -1.95516 -1.71381 0.24
H 1.43983 -1.42664 -0.53959 0.23
N 0.37924 1.08727 -1.16584 0.37
C 1.65766 1.05216 0.72853 0.03
```

The strongest force on any atom is 4.14 eV/Å.

***

No. 10
Entry from the OMol25 dataset: one molecule with the formula C5H6N2OS2 (ωB97M-V/def2-TZVPD).

XYZ file:
```
16
Properties=species:S:1:pos:R:3:nbo_charge:R:1
S 1.27161 -1.49120 -0.47200 0.40
H -0.89293 -1.64386 0.86891 0.21
C -3.08873 -0.31098 -0.23468 -0.78
C 2.60627 0.77882 -0.31429 0.68
C 1.23838 1.50273 -0.19897 -0.49
C -0.32086 -0.92513 0.37889 -0.25
H -2.93097 -0.32715 0.86222 0.23
C 0.46579 1.03001 0.72498 0.46
H 1.08607 2.50244 -0.67842 0.27
H 3.33792 -1.09301 0.31734 0.43
N 0.03530 0.07008 1.36819 -0.44
H -3.72998 -1.10562 -0.67214 0.23
S -1.47691 -0.35696 -1.09890 0.16
N 2.51265 -0.50912 0.15404 -0.79
H -3.79773 0.60889 -0.40771 0.24
O 3.68412 1.27007 -0.59745 -0.55
```

The strongest force on any atom is 3.31 eV/Å. The SMILES is CS[C@@H]1N=C=CC(=O)NS1.

***

No. 11
Entry from the OMol25 dataset: a 2-piece molecular cluster, C5H6N2S overall (ωB97M-V/def2-TZVPD).

XYZ file:
```
14
Properties=species:S:1:pos:R:3:nbo_charge:R:1
H 4.99671 -0.57531 0.84688 0.24
S 2.83706 -1.26671 -0.06994 0.36
C 4.07735 -0.18785 0.45488 -0.45
C -0.46933 -0.11766 -1.13415 0.19
H -2.83422 -1.47000 0.38539 0.17
C 3.69782 1.10750 0.27895 -0.04
N 0.74868 0.04517 -1.15737 -0.43
H -1.02426 -0.20904 -2.05332 0.17
H -2.78270 0.24733 1.06086 0.17
N 2.48523 1.30453 -0.26123 -0.44
C 1.87349 0.17978 -0.49632 0.21
H 4.29377 1.96463 0.53393 0.21
C -2.98549 -0.42128 0.25329 -0.52
H -3.49099 -0.06196 -0.61546 0.16
```

The strongest force on any atom is 2.77 eV/Å.

***

No. 12
Entry from the OMol25 dataset: C5H6N3 as an isolated structure (ωB97M-V/def2-TZVPD).

XYZ file:
```
14
Properties=species:S:1:pos:R:3:nbo_charge:R:1
N -1.85252 1.29856 -0.03334 -0.37
C 1.51215 0.31132 -0.58865 -0.23
H -3.66648 0.24774 -0.42720 0.26
H 2.58068 0.46386 -0.67245 0.27
C 0.87496 -0.44351 0.54402 0.17
H 1.59482 -0.98781 1.36154 0.32
N -0.61140 -0.51632 0.21880 -0.37
H -1.85618 -2.10412 -0.21819 0.27
C -2.61832 0.14292 -0.10544 -0.06
C -0.68656 0.83404 0.18981 0.44
H 1.17994 1.66460 1.05500 0.46
H 1.16710 0.24340 -1.57488 0.26
N 0.72448 1.13935 0.34718 -0.37
C -1.90056 -1.01509 0.01714 -0.06
```

The strongest force on any atom is 3.44 eV/Å. The net charge is +1.

***

No. 13
Entry from the OMol25 dataset: one molecule with the formula C5H6N4O (ωB97M-V/def2-TZVPD).

XYZ file:
```
16
Properties=species:S:1:pos:R:3:nbo_charge:R:1
H 0.51291 0.69942 1.25607 0.23
H 1.61812 0.23303 -2.90190 0.36
N 1.11333 -0.79164 -0.59289 -0.67
N 0.71125 0.55254 -2.54468 -0.69
H -2.15327 0.17246 2.71872 0.23
H 0.66019 -1.34284 0.09688 0.44
H -0.45557 0.27210 3.51993 0.21
C -1.05380 0.28233 2.63770 -0.26
C -0.53983 0.46445 1.42035 -0.37
N 3.47218 -1.34783 -1.15229 -0.32
O -2.64386 0.65598 0.35248 -0.57
N -0.94367 0.21397 -1.01210 -0.64
C -1.45771 0.44314 0.26854 0.64
H -1.58784 0.51772 -1.73167 0.44
C 0.37620 0.05959 -1.41550 0.57
C 2.37139 -1.08444 -0.91962 0.41
```

The strongest force on any atom is 1.89 eV/Å. The SMILES is [H]/N=C(\NC#N)NC(=O)C=C.

***

No. 14
Entry from the OMol25 dataset: a 2-piece molecular cluster, C5H6NO overall (ωB97M-V/def2-TZVPD).

XYZ file:
```
13
Properties=species:S:1:pos:R:3:nbo_charge:R:1
C 0.42007 0.46237 1.67589 0.08
H -0.19224 -1.05369 -0.81498 0.30
H 0.99869 -0.39212 2.12648 0.25
C 0.43254 0.67597 -1.78172 -0.18
H 0.49648 1.47752 2.11297 0.25
C -1.21394 0.97847 0.13742 0.93
H -1.56879 -1.67284 0.35348 0.26
H 2.14170 0.10558 -3.09036 0.26
C -0.50480 -1.14289 0.26407 -0.46
C 1.42017 0.52779 -2.44242 -0.30
H 0.22192 -1.72913 0.73113 0.25
O -2.12164 1.60952 -0.07374 -0.25
N -0.53019 0.15342 0.80177 -0.40
```

The strongest force on any atom is 5.64 eV/Å. The net charge is +1.

***

No. 15
Entry from the OMol25 dataset: an isolated ion of composition C5H6NO and charge +1 (ωB97M-V/def2-TZVPD).

XYZ file:
```
13
Properties=species:S:1:pos:R:3:nbo_charge:R:1
N -1.66820 -1.77943 -0.39588 -0.25
H 1.16640 -1.09464 -0.83337 0.22
H 2.66494 -0.37689 -0.21345 0.23
H 2.28469 -2.02924 0.27381 0.26
H -0.47118 2.24056 0.48214 0.34
C -2.12310 0.69406 0.17532 -0.49
C 1.81627 -1.09861 -0.01419 -0.26
C -1.95389 -0.70464 -0.14874 0.24
H -2.54573 1.43311 -0.55249 0.30
O 1.07838 -0.51998 1.04720 -0.31
H -2.68130 0.70283 1.06126 0.29
C 0.21988 0.29334 0.89398 0.74
C -0.66811 1.08834 0.47796 -0.33
```

The strongest force on any atom is 4.53 eV/Å. The net charge is +1.

***

No. 16
Entry from the OMol25 dataset: an isolated ion of composition C5H6NO and charge +1 (ωB97M-V/def2-TZVPD).

XYZ file:
```
13
Properties=species:S:1:pos:R:3:nbo_charge:R:1
C -0.77747 0.61178 -0.47381 -0.60
H 2.47456 -2.25256 -0.68934 0.38
H -1.42008 0.02777 -1.15179 0.26
H -0.09547 1.26101 -1.02562 0.24
H 0.58189 0.63290 1.39640 0.40
C 0.02215 -0.09723 0.67759 -0.63
H -1.46169 1.24544 -0.10773 0.25
C 2.17496 -1.23283 -0.24483 -0.41
C 1.06356 -0.79318 0.14855 0.68
H -0.64687 -0.79222 1.34238 0.37
O 2.93451 1.05031 0.34733 -0.40
C 3.13016 -0.16299 -0.03157 0.44
N 4.27336 0.25154 -0.20285 0.03
```

The strongest force on any atom is 3.97 eV/Å. The net charge is +1.

***

No. 17
Entry from the OMol25 dataset: an isolated ion of composition C5H6NO2S and charge -1 (ωB97M-V/def2-TZVPD).

XYZ file:
```
15
Properties=species:S:1:pos:R:3:nbo_charge:R:1
C -3.08158 0.40186 -0.04997 0.17
H 1.37001 0.12460 -1.07798 0.20
H -0.04308 0.08373 1.81933 0.21
C -0.20293 -0.63598 1.03450 -0.70
O -1.86689 0.77217 -0.21707 -0.54
H -1.06998 -1.20306 1.36580 0.24
N -3.36227 -0.95096 0.03339 -0.52
C -0.65878 -0.02809 -0.32963 0.35
H 0.69961 -1.25449 0.72092 0.21
C 0.28762 0.69015 -1.14274 -0.70
O -2.43892 -3.09098 -0.45932 -0.63
H 0.75617 1.67921 -0.70721 0.21
S -4.36218 1.46646 0.17966 -0.49
C -2.75070 -1.92863 -0.25790 0.74
H -0.16477 0.84726 -2.18864 0.24
```

As for the spin multiplicity: 3. The strongest force on any atom is 6.68 eV/Å. The net charge is -1. Its expectation value of S² is 2.013.

***

No. 18
Entry from the OMol25 dataset: an isolated ion of composition C5H6NO3 and charge -1 (ωB97M-V/def2-TZVPD).

XYZ file:
```
15
Properties=species:S:1:pos:R:3:nbo_charge:R:1
C 0.65064 -0.58965 0.19802 0.42
H 1.08175 3.22810 -0.59629 0.34
C 0.52220 -2.02208 0.50354 -0.67
O -2.33923 0.21367 0.95123 -0.75
O 1.86206 -0.02625 0.50238 -0.72
C -1.89246 -0.13985 -0.12453 0.77
C -0.20367 1.61482 -0.49238 0.16
N 0.93394 2.21433 -0.30713 -0.79
H -0.43435 -2.31553 0.14958 0.25
H -1.18474 2.09523 -0.85158 0.17
C -0.34644 0.23873 -0.25312 -0.35
H 1.28494 -2.45574 -0.08831 0.21
O -2.37329 -0.76015 -1.06278 -0.77
H 0.59846 -2.10263 1.57434 0.22
H 1.84019 0.80701 -0.10295 0.51
```

The strongest force on any atom is 2.98 eV/Å. The SMILES is [H]/N=C/C(C(=O)[O-])=C(/C)O. The net charge is -1.

***

No. 19
Entry from the OMol25 dataset: an isolated ion of composition C5H6NO3 and charge +1 (ωB97M-V/def2-TZVPD).

XYZ file:
```
15
Properties=species:S:1:pos:R:3:nbo_charge:R:1
H 2.09463 -0.70816 1.03415 0.45
O -3.21045 0.11414 0.39314 -0.38
C -2.58933 0.85994 -0.51147 0.78
O 0.13330 -1.55013 -0.31885 -0.49
H -1.37800 -2.30618 0.60367 0.25
H 1.31588 1.96311 0.22613 0.21
C 1.78004 1.24613 0.84802 0.17
C -1.14488 -1.34414 0.15060 0.08
H 2.38420 1.67717 1.60401 0.25
N 1.61122 0.02280 0.44284 -0.41
C -1.88267 -0.25529 -0.01861 0.02
H 0.69164 0.25504 -1.45245 0.23
C 1.04005 -0.56987 -0.74490 0.07
O -2.69268 1.85176 -1.12830 -0.47
H 1.84705 -1.25633 -1.12798 0.25
```

The strongest force on any atom is 4.76 eV/Å. The SMILES is C=[NH+]CO/C=C1/OC1=O. The net charge is +1.

***

No. 20
Entry from the OMol25 dataset: an isolated ion of composition C5H6NOS2 and charge +1 (ωB97M-V/def2-TZVPD).

XYZ file:
```
15
Properties=species:S:1:pos:R:3:nbo_charge:R:1
H -1.51695 -1.64200 1.05737 0.23
N 0.20602 -0.34562 0.93876 -0.23
C -0.20686 0.94508 0.61839 -0.48
H 1.99081 -1.26287 1.55747 0.24
O -2.54822 2.04605 -2.18979 -0.62
H -2.42346 2.61685 -3.04217 0.55
C 2.16412 0.77796 0.98609 -0.32
H 0.06891 -2.19069 1.60455 0.20
C 1.61015 -0.43066 1.13851 -0.06
C -1.55241 1.40731 -1.59573 0.07
C -0.48866 -1.41779 1.09738 -0.17
H -0.56700 1.21776 -2.03071 0.23
H 3.16001 0.94611 0.86185 0.25
S -1.75027 1.15225 -0.00855 0.66
S 1.13192 2.03045 0.42979 0.45
```

The strongest force on any atom is 4.45 eV/Å. The net charge is +1.

***

Which total energy belongs to each record? In order, -10305.5146; -10308.6519; -12354.5760; -12351.4366; -12354.6308; -12351.9410; -12351.5906; -23190.3057; -16442.3544; -31977.2244; -19092.7460; -9740.9242; -13289.1400; -8803.6583; -8808.5008; -8804.7717; -21699.3044; -12915.2914; -12903.1406; -30479.2141 eV.